A molecular structure, C34H39MnN5O2P2S2 in a non-equilibrium geometry. Source: OMol25; level of theory: ωB97M-V with the def2-TZVPD basis set.

```
85
Properties=species:S:1:pos:R:3
Mn -0.4798 -3.2530 -1.9093
C -1.0714 2.5732 -0.4878
C -1.4076 1.6298 -1.3515
C -1.0756 1.5669 -2.8269
C 0.2106 0.8296 -3.2291
C 1.5105 1.2776 -2.6292
C 1.7146 2.3138 -1.8023
C 0.9355 3.5873 -1.7906
C -0.0621 3.6841 -0.6385
C 1.2909 -2.5977 -1.1499
H -1.6119 2.5997 0.4661
H -2.1277 0.8346 -1.0290
H -1.1083 2.5773 -3.2553
H -1.9186 1.0065 -3.2681
H 0.0436 -0.2416 -3.0150
H 0.2790 0.8814 -4.3264
H 2.3559 0.6276 -2.8768
H 2.5935 2.2865 -1.1409
H 0.4533 3.7466 -2.7580
H 1.6858 4.3797 -1.6388
H 0.5030 3.7053 0.3012
H -0.5540 4.6607 -0.7092
H 0.9948 -1.5220 -0.9891
H 2.1850 -2.7352 -1.7564
H 1.2282 -3.2429 -0.2398
P 1.4285 -1.2035 -7.0863
P -2.0200 -0.7677 -6.8412
N 2.7929 -0.0730 -7.3883
N 2.0889 -2.4292 -8.2358
N -2.1782 0.9985 -7.0916
N -3.6332 -1.0863 -7.6069
C 0.3516 -0.3758 -8.3601
C -1.0428 -1.0221 -8.4300
C 3.7489 0.2686 -6.4268
C 4.7205 1.0878 -7.0084
C 4.3588 1.2480 -8.3834
C 3.1797 0.5407 -8.5798
C 2.3528 -3.7423 -7.8417
C 2.7626 -4.4765 -8.9484
C 2.7703 -3.5895 -10.0682
C 2.3537 -2.3494 -9.6046
C -2.0928 1.8642 -5.9963
C -1.9480 3.1717 -6.4400
C -2.0114 3.1391 -7.8664
C -2.1252 1.8005 -8.2370
C -4.3428 -0.4179 -8.6120
C -5.4030 -1.2091 -9.0376
C -5.3418 -2.4298 -8.2881
C -4.2499 -2.3347 -7.4397
H 0.7629 -0.3824 -9.3813
H 0.2647 0.6797 -8.0605
H -1.5894 -0.6265 -9.3083
H -0.9807 -2.1207 -8.5534
H 3.6454 -0.0868 -5.4186
H 5.5721 1.5325 -6.5153
H 4.8816 1.8153 -9.1455
H 2.5812 0.4579 -9.4707
H 2.2082 -4.0248 -6.8134
H 3.0379 -5.5167 -8.9598
H 3.0624 -3.8132 -11.0825
H 2.2004 -1.4380 -10.1553
H -2.1892 1.4719 -5.0004
H -1.8123 4.0490 -5.8206
H -1.9900 3.9848 -8.5385
H -2.1774 1.3683 -9.2213
H -4.0596 0.5633 -8.9378
H -6.1243 -0.9490 -9.7955
H -6.0140 -3.2685 -8.3820
H -3.8435 -3.0311 -6.7293
O 0.3350 2.1564 1.9578
S 0.7495 0.7698 2.0083
O 2.1576 0.4800 2.1305
N 0.0611 -0.1541 0.7775
C -0.7245 -1.1303 1.2290
S -1.4329 -2.2256 0.1154
C -0.9568 -1.0697 2.7070
C -1.7901 -1.7782 3.5928
C -1.8945 -1.3946 4.9369
C -1.1676 -0.2973 5.4230
C -0.3017 0.4072 4.5769
C -0.2183 -0.0211 3.2533
H -2.3465 -2.6332 3.2190
H -2.5462 -1.9504 5.6150
H -1.2755 0.0133 6.4595
H 0.3008 1.2554 4.9127
```

Summary:
LUMO level (spin up / spin down) ... -0.0686 / -0.0785 Eh
2S+1 ... 6
HOMO (spin up / spin down) ... -8.28 / -8.28 eV
Kohn-Sham gap (spin up / spin down) ... 6.416 / 6.148 eV
Electronic energy ... -4373.120708 Ha
⟨S²⟩ ... 8.7951